{"formula": "C2H3FO2S", "method": "ωB97M-V/def2-TZVPD", "elements": ["C", "C", "O", "O", "F", "S", "H", "H", "H"], "positions_angstrom": [[-0.44332, -0.28620, 0.39690], [0.88231, -0.31034, 0.04731], [0.49788, -2.91028, -0.25484], [2.87913, -2.24033, 0.09735], [-0.27125, -0.76620, 2.48230], [1.47459, -1.97817, 0.21434], [-0.82556, 0.64896, 0.52585], [-1.03931, -1.21375, 0.27776], [1.50440, 0.52683, 0.20597]], "mulliken_charge": [-0.272, -0.191, -0.416, -0.442, -0.589, 1.007, 0.280, 0.233, 0.391], "e_lumo_ha": [-0.1078, -0.1168], "spin_multiplicity": 1, "largest_force_ha_per_bohr": 0.075, "homo_ev": [-10.493, -9.846]}

---

{"formula": "C39H58N7O6PTl", "method": "ωB97M-V/def2-TZVPD", "elements": ["Tl", "C", "C", "O", "C", "C", "O", "C", "C", "O", "C", "C", "O", "H", "H", "H", "H", "H", "H", "H", "H", "H", "H", "H", "H", "H", "H", "H", "H", "C", "O", "C", "C", "C", "C", "C", "C", "N", "N", "C", "C", "C", "C", "O", "C", "N", "C", "C", "C", "C", "H", "H", "H", "H", "H", "H", "H", "H", "H", "H", "H", "H", "N", "P", "N", "C", "C", "C", "C", "C", "N", "C", "C", "C", "C", "C", "N", "C", "C", "C", "C", "C", "H", "H", "H", "H", "H", "H", "H", "H", "H", "H", "H", "H", "H", "H", "H", "H", "H", "H", "H", "H", "H", "H", "H", "H", "H", "H", "H", "H", "H", "H"], "positions_angstrom": [[0.95065, 1.06517, 0.39532], [3.07444, 4.07708, 1.13276], [3.47286, 3.11689, 2.23470], [2.34399, 2.32676, 2.54222], [2.55524, 1.27498, 3.46625], [3.63681, 0.29973, 3.02870], [3.38732, -0.07770, 1.68651], [4.54001, -0.39251, 0.93034], [4.18081, -0.33145, -0.54276], [3.57562, 0.88904, -0.92031], [4.41930, 2.02243, -0.94576], [3.53533, 3.24474, -1.09582], [2.61044, 3.41673, -0.03430], [3.91841, 4.73399, 0.89700], [2.24666, 4.69447, 1.48643], [3.79753, 3.68938, 3.11394], [4.31002, 2.49329, 1.90888], [1.58965, 0.77091, 3.53729], [2.81410, 1.66998, 4.45663], [3.62501, -0.57093, 3.69367], [4.63034, 0.75379, 3.10749], [4.91026, -1.39785, 1.16526], [5.34344, 0.31466, 1.17097], [3.44079, -1.09992, -0.77124], [5.07865, -0.52978, -1.14053], [5.10614, 1.97097, -1.80063], [5.02545, 2.09151, -0.03733], [2.93079, 3.12783, -1.99618], [4.15916, 4.13772, -1.20972], [4.47627, -8.11827, -6.21523], [4.14966, -6.74516, -6.37266], [2.90926, -6.34417, -6.03185], [2.62778, -4.98776, -6.25081], [1.39848, -4.47001, -5.93831], [0.39202, -5.30112, -5.38508], [0.68819, -6.66464, -5.18376], [1.92622, -7.18115, -5.49636], [-0.84075, -4.87912, -5.01305], [-1.14771, -3.60912, -5.24799], [-0.97697, -2.66610, -4.39327], [-1.39273, -1.34403, -4.86088], [-1.09874, -0.21879, -4.20681], [-0.35307, -0.24193, -2.94658], [-0.01963, 0.78297, -2.38300], [-0.04670, -1.59447, -2.36041], [0.50271, -1.58494, -1.14621], [0.71410, -2.74335, -0.54056], [0.37701, -3.96473, -1.10824], [-0.16923, -3.98086, -2.37597], [-0.38054, -2.77095, -3.04252], [5.49921, -8.22331, -6.56264], [3.82116, -8.74936, -6.81909], [4.41527, -8.41962, -5.16726], [3.40206, -4.36860, -6.68350], [1.18895, -3.42634, -6.12808], [-0.08716, -7.30111, -4.77785], [2.12037, -8.23012, -5.32921], [-1.91881, -1.33442, -5.80695], [-1.37582, 0.75658, -4.58318], [1.15981, -2.69366, 0.44802], [0.54151, -4.88494, -0.56510], [-0.44640, -4.91454, -2.83981], [-0.88278, 1.36090, 2.23834], [-2.44256, 1.67067, 2.23076], [-3.34705, 0.33465, 1.83123], [-4.11287, 0.24330, 0.58731], [-3.30903, -0.44661, -0.51037], [-2.87033, -1.83321, -0.04853], [-2.11367, -1.73971, 1.27271], [-2.92179, -0.98280, 2.31904], [-2.90822, 2.16735, 3.74607], [-3.35150, 1.23177, 4.77778], [-2.19630, 0.76676, 5.65873], [-1.47606, 1.96747, 6.26837], [-1.04241, 2.94698, 5.18087], [-2.22744, 3.34014, 4.30624], [-2.94240, 2.90549, 1.25474], [-4.25277, 3.54460, 1.37853], [-4.10494, 5.05295, 1.54228], [-3.27788, 5.63761, 0.40021], [-1.93806, 4.91590, 0.27526], [-2.14669, 3.41311, 0.14419], [-4.42599, 1.23535, 0.27583], [-5.02040, -0.33516, 0.79518], [-2.42813, 0.16759, -0.73816], [-3.90937, -0.51172, -1.42107], [-2.25464, -2.31902, -0.80776], [-3.75779, -2.46192, 0.08420], [-1.17148, -1.20251, 1.12327], [-1.87082, -2.73640, 1.65013], [-2.33116, -0.85555, 3.22482], [-3.82272, -1.54969, 2.58249], [-3.86867, 0.39885, 4.30568], [-4.09068, 1.75783, 5.39329], [-1.49143, 0.19366, 5.04711], [-2.57424, 0.10399, 6.43998], [-0.61506, 1.63932, 6.85338], [-2.15289, 2.47615, 6.96369], [-0.28455, 2.48769, 4.53764], [-0.60565, 3.84497, 5.62373], [-1.90765, 3.98274, 3.48633], [-2.96420, 3.89556, 4.89923], [-4.78106, 3.10776, 2.22482], [-4.84220, 3.34075, 0.47339], [-3.61995, 5.26176, 2.49915], [-5.09552, 5.51103, 1.57311], [-3.12430, 6.70741, 0.54856], [-3.83264, 5.52549, -0.53783], [-1.32681, 5.10616, 1.16369], [-1.38142, 5.28261, -0.58959], [-1.19076, 2.89281, 0.12932], [-2.65805, 3.19042, -0.80292]], "mulliken_charge": [1.200, -0.985, -0.076, -0.015, -0.565, -0.885, -0.072, -0.608, -0.631, -0.096, -0.357, -0.980, -0.102, 0.430, 0.297, 0.391, -0.022, 0.015, 0.494, 0.427, 0.477, 0.396, 0.402, 0.020, 0.449, 0.426, 0.249, 0.276, 0.445, -0.853, -0.416, 0.866, -0.860, -0.384, 0.290, -0.481, -0.242, -0.774, -0.362, 0.025, -0.524, -0.950, 0.379, -0.442, -0.044, 0.516, -0.346, -1.192, -0.573, 1.116, 0.236, 0.357, 0.348, 0.435, 0.433, 0.462, 0.409, 0.505, 0.493, 0.516, 0.458, 0.732, -0.427, -0.513, 0.289, -1.057, 0.174, -0.768, 0.470, -1.198, 0.261, -0.921, -0.272, -1.090, 0.146, -0.794, 0.979, -0.992, -0.548, -0.857, -0.624, -0.138, 0.215, 0.446, -0.255, 0.597, -0.100, 0.501, -0.472, 0.687, 0.183, 0.414, 0.457, 0.471, 0.115, 0.435, 0.450, 0.353, -0.277, 0.457, 0.091, 0.380, 0.403, 0.475, 0.188, 0.418, 0.407, 0.292, 0.229, 0.431, -0.493, 0.253], "e_lumo_ha": [-0.1109, -0.1129], "charge": 1, "spin_multiplicity": 1, "largest_force_ha_per_bohr": 0.007, "homo_ev": [-10.318, -9.341]}

---

{"formula": "C42H39BN13PSSn", "method": "ωB97M-V/def2-TZVPD", "elements": ["Sn", "C", "C", "N", "N", "C", "B", "N", "C", "C", "C", "N", "N", "C", "C", "C", "N", "N", "C", "C", "C", "N", "H", "H", "H", "H", "H", "H", "H", "H", "H", "H", "H", "H", "C", "C", "C", "C", "C", "C", "P", "C", "C", "C", "C", "C", "C", "C", "C", "C", "C", "C", "C", "H", "H", "H", "H", "H", "H", "H", "H", "H", "H", "H", "H", "H", "H", "N", "C", "C", "C", "C", "C", "C", "C", "N", "C", "C", "N", "C", "H", "H", "H", "H", "H", "H", "H", "C", "N", "C", "N", "S", "H", "H", "H", "H", "H", "H"], "positions_angstrom": [[-18.80138, -13.59567, 3.04124], [-15.76665, -13.95219, -0.17489], [-16.26518, -13.47164, 1.06411], [-17.41602, -14.08605, 1.33054], [-17.67729, -15.00659, 0.29204], [-16.68318, -14.95736, -0.57526], [-19.04782, -15.86830, 0.41751], [-20.12173, -14.77880, 0.40823], [-21.36122, -14.90907, -0.08373], [-22.23298, -14.04008, 0.58027], [-21.40108, -13.21889, 1.39663], [-20.12680, -13.69155, 1.36316], [-19.13688, -16.54350, 1.78950], [-18.66610, -17.75282, 2.22672], [-18.77597, -17.86311, 3.62319], [-19.27923, -16.59024, 4.02306], [-19.50221, -15.82852, 2.95855], [-19.29313, -16.87181, -0.69766], [-19.43514, -18.22882, -0.80950], [-19.26847, -18.63066, -2.09095], [-19.11929, -17.38633, -2.78941], [-19.02520, -16.37042, -1.92772], [-14.93603, -13.68851, -0.78862], [-15.93610, -12.60270, 1.58520], [-16.62009, -15.59042, -1.42849], [-21.53687, -15.65995, -0.85664], [-23.28381, -13.97234, 0.43722], [-21.64256, -12.31098, 1.90616], [-18.35243, -18.58152, 1.61168], [-18.72341, -18.74765, 4.31516], [-19.39495, -16.19146, 5.02708], [-19.67095, -18.84259, 0.01553], [-19.22439, -19.64438, -2.51514], [-18.99243, -17.13665, -3.84845], [-19.38658, -10.09574, 8.96556], [-19.57828, -11.41347, 8.48511], [-18.90904, -11.85625, 7.33735], [-17.92812, -11.03977, 6.73103], [-17.66442, -9.75948, 7.23875], [-18.42435, -9.34343, 8.32208], [-17.08486, -11.64115, 5.28565], [-15.35876, -11.09245, 5.36820], [-14.49525, -11.48610, 6.37706], [-13.10320, -11.33300, 6.21952], [-12.53715, -10.67564, 5.09259], [-13.43757, -10.24383, 4.14698], [-14.82841, -10.36268, 4.25238], [-17.86576, -10.59643, 4.00609], [-17.83011, -9.19882, 3.88224], [-18.10422, -8.58295, 2.63845], [-18.58754, -9.39447, 1.61600], [-18.82237, -10.76397, 1.77899], [-18.43690, -11.38431, 2.95847], [-20.07569, -9.63780, 9.71004], [-20.23768, -12.08833, 9.05824], [-19.16673, -12.78585, 6.91495], [-16.85372, -9.19225, 6.83324], [-18.28652, -8.29268, 8.62980], [-14.90716, -12.05894, 7.23223], [-12.40108, -11.80344, 6.95084], [-11.43691, -10.55421, 5.03206], [-13.13998, -9.73725, 3.17540], [-15.54604, -9.80475, 3.67335], [-17.45651, -8.61374, 4.73866], [-17.94473, -7.55273, 2.48227], [-18.54267, -9.00390, 0.63110], [-19.20123, -11.38164, 0.94897], [-26.06977, -17.66235, 10.29570], [-25.25463, -17.12942, 9.65295], [-24.36923, -16.32004, 8.82572], [-24.38083, -14.96713, 8.96706], [-23.64626, -14.13530, 8.12208], [-22.89644, -14.74410, 7.09798], [-22.79602, -16.13258, 7.06635], [-23.39218, -16.93582, 8.02060], [-22.28827, -13.93853, 6.10866], [-22.28586, -12.45377, 6.01992], [-21.38237, -12.22039, 5.07309], [-20.73205, -13.37461, 4.57294], [-21.36622, -14.39030, 5.20746], [-25.02920, -14.44139, 9.62844], [-23.44616, -13.12451, 8.34039], [-22.43024, -16.62334, 6.18787], [-23.32482, -17.99563, 7.88607], [-22.76119, -11.66307, 6.57946], [-21.00509, -11.26306, 4.71961], [-21.21484, -15.41627, 4.95739], [-19.47847, -13.11329, -4.73086], [-19.68287, -12.70197, -3.37110], [-19.20007, -11.49152, -2.85840], [-18.10185, -10.97479, -3.32843], [-19.97622, -10.69153, -1.56982], [-18.57214, -13.75723, -4.75596], [-19.48630, -12.20680, -5.44565], [-20.39200, -13.66293, -4.96770], [-20.48901, -13.05680, -2.85784], [-17.45754, -11.43728, -3.90428], [-17.86678, -10.04905, -2.98098]], "mulliken_charge": [1.988, -1.408, -0.617, -0.283, 0.502, 0.093, 0.000, 0.608, -0.142, -1.928, -0.400, 0.442, 0.345, -0.139, -1.499, -0.039, -0.333, 0.381, -0.448, -0.925, -0.299, -0.803, 0.507, 0.654, 0.579, 0.564, 0.570, 0.663, 0.673, 0.426, 0.671, 0.746, 0.415, 0.429, -0.698, -0.511, -0.311, 0.616, -0.617, -0.607, 0.637, 0.373, -0.473, -0.523, -0.608, -0.461, -0.366, -0.591, 0.178, -0.718, -0.417, 1.029, -0.332, 0.381, 0.463, 0.466, 0.442, 0.375, 0.401, 0.355, 0.401, 0.300, 0.321, 0.381, 0.499, 0.293, -0.759, -0.388, -0.085, 0.592, -0.813, -0.605, 1.291, -0.554, -0.910, 0.258, -0.497, -1.137, 0.652, -0.438, 0.458, 0.381, 0.328, 0.416, 0.425, 0.405, 0.294, -1.095, -0.058, 0.701, -0.335, 0.006, 0.328, 0.413, 0.376, 0.219, 0.236, 0.222], "e_lumo_ha": [-0.3542, -0.4150], "charge": 3, "spin_multiplicity": 2, "s2": 0.7547, "largest_force_ha_per_bohr": 0.087, "homo_ev": [-14.953, -14.953]}

---

{"formula": "C48H43BaCl2N3O2S3", "method": "ωB97M-V/def2-TZVPD", "elements": ["Ba", "Cl", "C", "Cl", "H", "H", "O", "C", "C", "C", "C", "N", "C", "C", "C", "C", "C", "C", "O", "C", "C", "N", "H", "H", "H", "H", "H", "H", "H", "H", "H", "H", "H", "H", "C", "C", "S", "C", "C", "S", "H", "H", "H", "H", "H", "H", "S", "C", "N", "C", "C", "C", "C", "C", "C", "H", "H", "H", "H", "H", "C", "C", "C", "C", "C", "C", "C", "C", "C", "C", "C", "C", "C", "C", "H", "H", "H", "H", "H", "H", "H", "H", "H", "H", "H", "C", "C", "C", "C", "C", "C", "C", "C", "C", "C", "H", "H", "H", "H", "H", "H", "H"], "positions_angstrom": [[-0.20505, 1.17822, -0.87940], [2.63905, 1.04565, 0.56715], [3.48107, 1.19193, -1.04315], [2.28860, 1.11059, -2.47117], [4.18392, 0.33668, -1.16829], [3.99452, 2.15607, -1.06377], [-3.32119, 3.64194, 5.63093], [-2.16786, 4.40806, 5.27754], [-1.53445, 3.71556, 4.10870], [-1.01637, 4.44749, 3.03154], [-0.78703, 3.77993, 1.83296], [-0.85966, 2.42739, 1.65864], [-1.33523, 1.72404, 2.72332], [-1.66583, 2.31433, 3.96310], [-1.57000, 0.29159, 2.52848], [-2.37542, -0.40528, 3.45499], [-2.62593, -1.77083, 3.24078], [-3.65274, -2.55250, 4.05582], [-3.36347, -2.45176, 5.45883], [-1.98907, -2.43789, 2.17161], [-1.12767, -1.66435, 1.40436], [-1.00042, -0.30610, 1.45165], [-3.90466, 4.05875, 6.28283], [-1.45142, 4.51981, 6.11637], [-2.44952, 5.44593, 4.97333], [-0.86637, 5.51130, 3.11767], [-0.51170, 4.35994, 0.92937], [-2.08616, 1.71418, 4.79654], [-2.77914, 0.10873, 4.32988], [-3.62745, -3.59640, 3.76142], [-4.65651, -2.11434, 3.85569], [-3.97370, -3.05093, 5.93175], [-2.07644, -3.52274, 1.99582], [-0.56608, -2.18336, 0.59213], [-3.51868, 3.69122, -3.96725], [-3.06810, 3.30389, -2.60569], [-1.53887, 3.83094, -1.97106], [-3.95665, 2.48932, -1.80615], [-5.38394, 2.21754, -2.17208], [-3.40980, 1.82472, -0.31479], [-2.77360, 4.43367, -4.30828], [-4.50758, 4.18906, -3.96434], [-3.54552, 2.86466, -4.68986], [-6.10648, 2.66298, -1.47655], [-5.57899, 1.16076, -2.11829], [-5.59374, 2.53945, -3.18432], [3.61588, 5.08572, -1.83438], [1.93331, 4.63835, -1.53905], [1.58983, 4.34998, -0.32960], [2.65477, 4.58742, 0.53078], [2.62758, 4.52529, 1.93271], [3.77001, 4.79079, 2.65851], [4.97923, 5.12892, 2.01116], [5.01290, 5.30803, 0.62737], [3.86423, 5.08779, -0.12155], [1.21959, 4.53046, -2.36277], [1.71211, 4.22238, 2.43933], [3.74634, 4.67803, 3.74974], [5.91527, 5.31125, 2.54941], [5.98905, 5.57865, 0.17115], [3.69252, -5.94202, -4.26646], [2.51708, -5.23627, -4.58111], [2.09846, -4.20173, -3.75601], [2.84686, -3.86090, -2.59988], [4.02489, -4.52271, -2.32026], [4.42647, -5.59126, -3.12790], [2.18467, -2.94232, -1.63654], [2.61687, -2.78458, -0.41087], [3.13772, -2.66814, 0.83862], [4.42083, -2.05623, 1.03895], [4.90529, -1.82497, 2.30753], [4.12182, -2.19050, 3.40799], [2.89115, -2.85903, 3.23670], [2.38572, -3.03126, 1.98359], [4.02646, -6.71374, -4.97431], [1.94148, -5.47466, -5.47549], [1.19779, -3.63650, -3.96663], [4.64842, -4.20213, -1.47498], [5.26301, -6.25259, -2.84423], [1.25760, -2.45559, -1.94840], [5.08283, -1.83875, 0.19598], [5.91561, -1.39975, 2.39819], [4.37779, -1.86671, 4.42644], [2.31444, -3.18464, 4.10278], [1.39330, -3.46187, 1.83312], [-3.82345, -4.34752, -2.07180], [-3.71520, -3.32032, -1.12938], [-2.96360, -2.19755, -1.36800], [-2.17849, -2.09355, -2.53419], [-1.24931, -1.05275, -2.70568], [-0.65804, -0.91195, -3.92670], [-0.93577, -1.82435, -4.99825], [-1.79029, -2.89907, -4.77911], [-2.40000, -3.08463, -3.55320], [-3.19594, -4.23923, -3.29708], [-4.44988, -5.21050, -1.87523], [-4.24490, -3.41949, -0.19290], [-3.01192, -1.33507, -0.69680], [0.00900, -0.07116, -4.15798], [-0.45241, -1.63012, -5.96710], [-1.98296, -3.64786, -5.55694], [-3.33467, -4.97895, -4.09806]], "mulliken_charge": [0.593, -0.069, -0.294, -0.104, 0.271, 0.281, -0.522, -0.551, 0.735, -1.106, -1.020, 1.369, -0.565, -0.609, 1.003, -0.880, 0.943, -0.795, -0.544, -0.821, -1.049, 0.889, 0.293, 0.214, 0.349, 0.446, 0.455, 0.148, 0.255, 0.406, 0.286, 0.294, 0.365, 0.417, -1.486, 0.123, -0.335, 0.382, -1.451, -0.260, 0.288, 0.344, 0.229, 0.206, 0.269, 0.396, -0.254, -0.210, 0.177, -0.337, 0.129, -0.698, -0.413, -0.391, 0.317, 0.390, 0.293, 0.365, 0.347, 0.310, -0.410, -0.527, -0.166, 0.467, -0.168, -0.617, -0.796, -0.431, 0.861, -0.180, -0.647, -0.533, -0.515, -0.470, 0.307, 0.362, 0.283, 0.305, 0.299, 0.181, 0.385, 0.307, 0.244, 0.342, 0.329, -0.553, -0.518, -0.670, -0.306, 0.584, -0.231, -0.860, -0.724, 0.878, -0.873, 0.337, 0.485, 0.567, 0.064, 0.289, 0.225, 0.284], "e_lumo_ha": 0.1229, "charge": -2, "spin_multiplicity": 1, "largest_force_ha_per_bohr": 0.098, "homo_ev": -0.082}

---

Q: Number 2 is which compound?
A: C39H58N7O6PTl

---

Q: Number 1 is which compound?
A: C2H3FO2S